(1)
A single C5H6O molecule. Source: OMol25; level of theory: ωB97M-V with the def2-TZVPD basis set.

Computed properties:
Energy above the lowest of the compared OMol25 structures with the same formula, charge and spin ... 78.7 kcal/mol
Orbital gap ... 10.280 eV
HOMO energy ... -0.3400 Ha
2S+1 ... 1

```
12
Properties=species:S:1:pos:R:3:forces:R:3:lowdin_charge:R:1
C 2.086528 1.769651 0.010272 0.0 0.0 0.0 -0.10
C 1.095904 0.692944 -0.140965 -0.5 -0.4 -0.1 -0.06
C 0.215722 -0.127803 -0.267635 0.3 0.2 -0.1 0.04
C -0.969209 -0.958973 -0.407664 0.6 -1.2 0.1 -0.31
C -1.338392 -2.142803 0.412750 0.3 -0.4 0.4 -0.14
O -1.901999 -0.878734 0.654541 -0.3 0.2 -0.1 -0.01
H 1.635846 2.600001 0.564988 0.1 -0.1 -0.1 0.08
H 2.982058 1.453039 0.556252 -0.2 -0.1 -0.1 0.08
H 2.404281 2.159430 -0.963579 -0.1 -0.2 0.1 0.08
H -1.263197 -1.393785 -1.345100 -0.6 1.8 -1.2 0.13
H -0.543857 -2.576742 0.995341 -0.2 0.1 1.0 0.11
H -2.095751 -2.826192 0.001041 0.7 0.0 0.0 0.12
```
Forces are in eV/Å.



(2)
3 unconnected molecules or ions with the total composition C4H11NO2. Source: OMol25; level of theory: ωB97M-V with the def2-TZVPD basis set.

Computed properties:
Energy above the lowest of the compared OMol25 structures with the same formula, charge and spin ... 69.2 kcal/mol
Orbital gap ... 9.362 eV
HOMO energy ... -0.3413 Ha
2S+1 ... 1

```
18
Properties=species:S:1:pos:R:3:forces:R:3:lowdin_charge:R:1
C -0.184958 0.320565 -2.456900 1.5 0.3 -0.7 -0.07
N 0.452385 0.142176 -1.367312 0.2 -0.9 -1.4 -0.05
C 0.104961 -1.054597 -0.656723 1.6 1.7 -0.2 -0.19
C 1.034346 -1.525386 0.203301 -2.6 -0.2 1.5 -0.11
C 0.492965 -2.209429 1.457936 -0.6 -2.4 -1.3 -0.11
H -0.960144 -0.395772 -2.763804 0.0 0.4 -0.3 0.08
H 0.260262 1.068479 -3.185102 -1.2 -0.6 1.0 0.10
H -0.884009 -1.407728 -0.968544 0.1 -0.5 1.1 0.11
H 2.055652 -1.195046 0.268095 0.0 0.6 -0.4 0.10
H 0.753847 -3.282516 1.566302 0.7 0.6 0.1 0.07
H -0.603827 -2.337936 1.357520 0.4 0.7 0.3 0.08
H 0.758681 -1.664817 2.354767 0.0 0.2 0.1 0.07
O -0.165608 0.986628 2.309269 -0.1 0.3 -0.6 -0.07
H -0.007022 0.721142 1.391308 0.2 -0.4 0.2 0.00
H -0.294951 1.933154 2.161694 0.0 0.0 0.4 0.03
O -1.133994 2.547880 -0.227042 -0.3 -0.9 -0.4 -0.07
H -1.695000 1.886572 0.208193 0.0 0.4 0.2 0.04
H -0.876952 2.031460 -1.015448 0.2 0.6 0.4 0.00
```
Forces are in eV/Å.



(3)
A molecular structure, C5H7NS. Source: OMol25; level of theory: ωB97M-V with the def2-TZVPD basis set.

Computed properties:
Energy above the lowest of the compared OMol25 structures with the same formula, charge and spin ... 62.4 kcal/mol
Orbital gap ... 9.732 eV
HOMO energy ... -0.3242 Ha
2S+1 ... 1

```
14
Properties=species:S:1:pos:R:3:forces:R:3:lowdin_charge:R:1
C 0.631936 -0.131586 -0.818770 0.1 0.8 1.3 -0.56
C -0.633537 -0.882243 -0.279260 -0.2 0.5 0.7 -0.24
C -0.209049 1.078832 -0.242771 1.3 -0.3 0.0 -0.28
C -0.067204 0.674443 1.244984 -1.2 -0.6 -0.8 -0.11
C -0.472404 -0.590870 1.267062 -0.6 -0.2 -1.0 -0.05
H 2.824209 -0.914994 -1.183608 0.0 0.1 0.1 -0.14
H 0.757072 -0.035574 -1.854987 -0.3 -0.3 -1.5 0.07
H -0.954400 -1.858191 -0.640450 0.1 0.1 0.1 0.13
H -2.248232 0.514036 -0.232122 0.4 -0.2 -0.1 0.11
H -0.030871 2.130181 -0.555671 -0.2 -0.8 0.2 0.14
H 0.312333 1.207300 2.051316 0.3 1.3 1.2 0.08
H -0.812983 -1.199186 2.099695 0.7 -0.1 -0.2 0.10
N -1.381713 0.325172 -0.751918 -0.3 0.2 0.1 0.01
S 2.284844 -0.317321 -0.103502 0.0 -0.4 -0.2 0.75
```
Forces are in eV/Å.



(4)
A molecular structure, C6H11N. Source: OMol25; level of theory: ωB97M-V with the def2-TZVPD basis set.

Computed properties:
Energy above the lowest of the compared OMol25 structures with the same formula, charge and spin ... 114.9 kcal/mol
Orbital gap ... 9.312 eV
HOMO energy ... -0.3014 Ha
2S+1 ... 1

```
18
Properties=species:S:1:pos:R:3:forces:R:3:lowdin_charge:R:1
C 2.179193 0.196821 -0.137066 1.6 -4.0 1.7 -0.07
C -0.061489 -0.376089 1.006560 -3.6 -0.1 -3.2 -0.20
C -0.768009 1.070055 0.731928 1.2 -1.6 5.2 -0.20
C -0.946042 1.007454 -0.699898 -0.4 2.4 -4.2 -0.22
C -0.239077 -0.391602 -0.895207 -0.8 0.4 -4.1 -0.32
C -1.249529 -1.195161 0.025143 5.8 -1.7 0.3 -0.01
H 2.827174 -0.210178 0.798323 -1.4 1.4 -1.8 0.13
H 1.879665 1.180277 -0.035281 0.9 2.8 -0.3 0.03
H 2.855824 -0.183760 -1.005101 -1.8 1.2 1.1 0.11
H 0.203645 -0.721076 1.909326 0.7 -0.8 3.7 0.09
H 0.122366 1.595061 1.141711 -1.2 1.2 -0.6 0.11
H -1.624230 1.081937 1.446297 0.5 0.7 -0.7 0.12
H -1.972425 0.750493 -1.184268 1.4 1.2 1.3 0.13
H -0.593460 2.128021 -1.229458 -0.5 -3.6 1.1 0.17
H -0.159134 -0.643533 -2.014047 0.2 0.0 1.6 0.15
H -2.204666 -0.909446 0.272052 -2.1 1.4 0.0 0.05
H -1.293821 -2.320402 -0.202152 0.9 1.5 0.8 0.11
N 0.924110 -0.516609 -0.012310 -1.5 -2.5 -1.9 -0.18
```
Forces are in eV/Å.



(5)
A molecular structure, C43H45F2N5ORhSSb. Source: OMol25; level of theory: ωB97M-V with the def2-TZVPD basis set.

Computed properties:
Energy above the lowest of the compared OMol25 structures with the same formula, charge and spin ... 47.2 kcal/mol
Orbital gap (spin up / spin down) ... 6.271 / 6.273 eV
HOMO energy (spin up / spin down) ... -0.4746 / -0.4747 Ha
Total charge ... +2
2S+1 ... 1

```
99
Properties=species:S:1:pos:R:3:forces:R:3:lowdin_charge:R:1
Rh -0.331462 -0.211662 0.924979 0.3 -1.5 2.5 0.66
F -2.133145 2.962521 4.930574 0.0 0.1 0.1 0.10
C -2.199454 1.771318 4.341048 0.2 -0.4 -0.1 -0.27
C -1.334243 1.489679 3.294024 0.2 0.2 0.0 -0.04
C -1.408005 0.262320 2.670180 0.0 0.2 -1.6 -0.19
C -2.322783 -0.715759 3.089436 0.0 0.1 0.1 -0.13
C -3.144757 -0.390122 4.171202 0.2 0.1 0.0 -0.21
F -4.004021 -1.289209 4.671413 -0.1 -0.1 -0.1 0.09
C -3.110342 0.840133 4.796344 -0.1 0.1 0.1 0.08
C -2.306186 -2.006483 2.390731 -0.2 -0.1 0.1 -0.21
C -3.197219 -3.056303 2.607868 0.1 -0.1 0.0 0.02
C -3.014450 -4.256081 1.942758 0.1 0.1 0.0 -0.02
C -1.948746 -4.398692 1.067562 0.1 0.0 0.1 -0.04
C -1.129583 -3.306075 0.862893 0.1 -0.2 -0.2 -0.14
N -1.309054 -2.149510 1.493503 -0.3 1.5 -0.9 0.02
H -0.617823 2.243224 2.992460 -0.1 0.0 -0.1 0.09
H -3.772187 1.056768 5.622892 0.0 0.0 0.0 0.14
H -4.023066 -2.947671 3.289277 0.0 0.1 0.1 0.12
H -3.695928 -5.077692 2.118662 0.0 0.0 0.0 0.12
H -1.760279 -5.328165 0.551181 0.0 0.0 0.0 0.12
H -0.286721 -3.360433 0.184172 -0.1 0.1 -0.1 0.07
C 3.825121 -2.968749 -2.292907 0.0 0.1 0.0 -0.07
C 3.026361 -1.788612 -2.839274 0.0 -0.4 -0.1 -0.25
N 3.257309 -0.543115 -2.117336 -0.1 0.1 0.4 -0.10
C 4.374361 0.303827 -2.548589 0.3 0.2 0.0 -0.19
C 5.587514 0.225103 -1.626813 -0.1 0.0 -0.1 -0.06
C 2.538503 -0.179539 -1.052779 -0.4 -0.4 0.1 -0.66
S 1.340496 -1.308920 -0.456150 -0.4 -0.2 -0.3 0.71
N 2.805949 1.006004 -0.527579 0.1 0.9 -0.1 0.11
C 2.201133 1.593720 0.494953 0.3 -0.6 -0.5 -0.44
O 1.421431 1.026070 1.329765 -1.2 0.5 -0.1 -0.17
C 2.515094 3.025577 0.682971 0.1 0.2 0.3 -0.16
C 3.509362 3.657353 -0.066925 -0.1 0.0 0.0 -0.02
C 3.778758 4.999894 0.133414 0.0 0.0 0.0 -0.06
C 3.074799 5.719142 1.091243 0.0 0.0 0.0 -0.05
C 2.086901 5.096982 1.842823 0.0 0.0 0.0 -0.06
C 1.810923 3.757253 1.641244 0.0 -0.1 -0.1 -0.02
H 3.575175 -3.863940 -2.861584 0.0 0.0 0.0 0.08
H 3.581242 -3.146729 -1.245419 0.0 0.0 0.0 0.05
H 4.897002 -2.794841 -2.382087 0.0 0.0 0.0 0.07
H 1.962980 -2.019413 -2.803152 0.0 0.1 0.0 0.07
H 3.297489 -1.621767 -3.881586 0.0 0.1 0.0 0.12
H 4.020140 1.332447 -2.598343 0.0 0.0 -0.1 0.10
H 4.655586 -0.016497 -3.550477 -0.1 0.0 0.0 0.12
H 5.335529 0.588899 -0.631800 0.0 0.0 0.0 0.06
H 6.387573 0.848517 -2.025095 0.0 0.0 0.0 0.08
H 5.960601 -0.795935 -1.550151 0.0 0.0 0.0 0.07
H 4.069170 3.083068 -0.791514 0.0 0.0 0.0 0.10
H 4.543324 5.489192 -0.454893 0.0 0.0 0.0 0.11
H 3.305000 6.762595 1.259474 0.0 0.0 0.0 0.11
H 1.534446 5.654650 2.587102 0.0 0.0 0.0 0.11
H 1.046026 3.261399 2.221687 0.0 0.0 0.0 0.09
N 3.819171 -1.947406 4.108235 -0.1 -0.1 0.1 0.20
C 2.545019 -2.348871 4.790272 -0.7 -0.1 0.0 -0.12
C 1.412784 -2.452716 3.748511 0.1 0.1 -0.1 -0.22
N 1.287447 -1.294213 2.892743 0.1 0.2 0.1 0.00
H 4.538452 -1.655104 4.770407 0.0 0.0 0.0 0.18
H 3.598198 -1.163316 3.482710 0.1 0.0 0.0 0.15
H 4.189667 -2.715536 3.546270 0.1 0.0 0.0 0.18
H 2.305661 -1.578694 5.521425 0.1 0.0 0.0 0.14
H 2.694996 -3.296608 5.302684 0.1 0.0 0.0 0.14
H 0.481405 -2.594157 4.298404 0.0 -0.1 0.0 0.13
H 1.559756 -3.334320 3.120307 0.0 0.0 0.0 0.13
H 1.963582 -1.207818 2.144007 -0.1 0.1 -0.1 0.01
H 1.121484 -0.416213 3.370830 0.1 0.0 -0.1 0.08
C -5.929742 3.237315 -2.742750 0.1 0.0 0.0 -0.05
C -6.147476 2.375043 -1.677221 0.0 0.0 0.0 -0.06
C -5.085813 1.683368 -1.113869 -0.1 -0.1 0.1 -0.13
C -3.814159 1.845971 -1.644826 0.4 -0.1 0.8 -0.34
C -3.579851 2.720089 -2.694343 0.2 0.0 -0.1 -0.11
C -4.649290 3.408820 -3.248814 -0.1 0.0 0.0 -0.06
Sb -2.143211 0.694525 -0.898588 1.0 -1.1 -0.5 1.63
C -0.710452 1.178435 -2.411051 -0.3 0.0 0.4 -0.40
C -0.728917 0.620447 -3.685783 -0.2 0.0 0.0 -0.12
C 0.226100 0.997073 -4.617720 0.0 -0.1 0.0 -0.06
C 1.193241 1.937490 -4.285858 0.0 0.0 0.0 -0.06
C 1.191844 2.518903 -3.027067 0.1 0.0 0.0 -0.07
C 0.244889 2.135610 -2.087748 -0.1 0.0 0.0 -0.15
C -2.788254 -1.286988 -1.405483 0.1 0.4 0.2 -0.37
C -2.026433 -2.106492 -2.230217 0.1 0.0 -0.1 -0.15
C -2.494803 -3.365781 -2.579361 0.0 0.0 0.0 -0.07
C -3.706594 -3.820759 -2.080625 0.0 0.0 0.0 -0.07
C -4.440554 -3.026175 -1.211665 0.0 0.0 0.1 -0.07
C -3.981393 -1.762286 -0.869340 0.0 0.0 -0.1 -0.13
H -6.757937 3.784087 -3.172310 0.0 0.0 0.0 0.12
H -7.144341 2.243957 -1.278485 0.0 0.0 0.0 0.12
H -5.262137 1.025194 -0.273053 0.0 0.0 0.0 0.09
H -2.584042 2.863268 -3.092599 0.0 0.0 0.0 0.09
H -4.475326 4.083112 -4.076411 0.0 0.0 0.0 0.12
H -1.501487 -0.086017 -3.963577 0.0 0.0 0.0 0.10
H 0.205307 0.563146 -5.609103 0.0 0.0 0.0 0.11
H 1.936146 2.232228 -5.015717 0.0 0.0 0.0 0.11
H 1.924252 3.273239 -2.768227 0.0 0.0 0.0 0.11
H 0.241352 2.605161 -1.108176 0.1 0.0 0.0 0.09
H -1.071331 -1.764263 -2.609620 0.0 -0.1 0.0 0.07
H -1.912584 -3.990253 -3.245213 0.0 0.0 0.0 0.11
H -4.077834 -4.796503 -2.365716 0.0 0.0 0.0 0.11
H -5.377756 -3.384961 -0.805919 0.0 0.0 0.0 0.11
H -4.564878 -1.146774 -0.193733 -0.1 0.0 0.0 0.09
```
Forces are in eV/Å.



(6)
A molecular structure, C26H36AlClF16O10PSSi. Source: OMol25; level of theory: ωB97M-V with the def2-TZVPD basis set.

Computed properties:
Orbital gap ... 7.979 eV
HOMO energy ... -0.2233 Ha
Total charge ... -1
2S+1 ... 1

```
93
Properties=species:S:1:pos:R:3:forces:R:3:lowdin_charge:R:1
C -2.110111 -0.564733 -0.677858 -0.2 -0.5 0.1 -0.02
C -1.022203 -1.209480 -1.578812 0.6 1.4 0.4 -0.33
C 0.427929 -1.108761 -1.019725 -1.0 -0.4 -0.5 -0.06
C 0.862151 0.293247 -0.556926 1.9 0.9 -0.9 -0.45
C 0.251722 1.535488 -1.277958 0.3 -0.2 0.8 -0.19
S 0.521593 1.619885 -3.051516 -2.3 -0.8 -0.8 0.70
O 1.006547 0.413138 -3.649444 1.2 0.1 0.3 -0.32
O -0.763141 1.997395 -3.615003 0.0 1.0 0.3 -0.40
O 2.221521 0.383894 -1.037448 0.5 -0.3 0.9 -0.20
Al 3.344478 0.408222 0.342819 -1.1 0.3 -0.2 -0.17
Cl 3.849199 -1.659659 0.907840 0.0 0.5 0.0 0.25
P 5.245408 1.801136 0.188091 -0.5 -0.4 -0.1 0.42
O 5.787674 1.874912 -1.172874 0.5 0.3 -0.3 -0.35
O 4.750912 3.294468 0.693797 0.8 -0.8 0.3 -0.22
O 6.380971 1.307969 1.278106 -0.5 0.5 0.0 -0.21
O 2.122037 1.314149 1.336000 0.4 -0.7 -0.4 -0.24
C 0.872754 0.724319 0.975744 -0.4 -0.2 0.3 -0.36
Si 0.466823 -0.386673 2.482766 -0.1 0.0 0.8 0.59
C -0.674524 0.665905 3.599530 -0.1 -0.6 -0.8 -0.18
C 1.955680 -0.788718 3.596184 -0.5 0.0 0.2 -0.20
C -0.445863 -2.017282 2.217030 0.1 -0.6 0.1 -0.17
O -1.349455 -2.501101 -2.073726 -0.2 0.3 0.4 -0.10
C -1.545258 -3.507094 -1.115481 0.1 -1.3 -0.3 -0.17
C -0.295995 -4.334715 -0.819477 -0.6 1.0 -0.1 -0.21
C 0.731263 -4.441696 -1.730303 -0.2 0.2 -0.7 -0.03
C 1.845498 -5.165607 -1.393618 1.1 -0.3 -0.5 -0.09
C 1.962231 -5.771832 -0.167575 0.4 -0.5 0.4 -0.10
C 0.926757 -5.687125 0.736540 0.2 -0.3 0.5 -0.09
C -0.188322 -4.959780 0.399983 -0.8 0.0 0.6 -0.08
H -2.484913 0.374479 -1.095463 0.1 -0.2 -0.1 0.08
H -2.963665 -1.245846 -0.612629 0.1 0.2 0.1 0.07
H -1.782219 -0.341094 0.343166 0.1 -0.2 -0.1 0.07
H -0.991233 -0.578421 -2.473446 -0.1 -0.4 -0.1 0.12
H 1.052910 -1.328882 -1.888275 0.1 0.1 0.2 0.12
H 0.662630 -1.898262 -0.298388 -0.1 0.4 0.2 0.11
H 0.797552 2.380569 -0.836120 0.1 -0.1 -0.2 0.11
H -0.800184 1.709259 -1.036457 0.0 -0.1 -0.6 0.09
H 1.334149 2.697104 -3.258948 0.3 -0.4 0.3 0.08
H 4.565572 3.171204 1.638426 -0.2 0.4 -0.1 0.03
H 5.901330 0.862448 1.992867 0.3 -0.1 -0.1 0.04
H 0.109330 1.522677 1.058349 0.0 -0.2 0.1 0.10
H -0.792782 0.110815 4.536635 0.1 0.3 0.1 0.02
H -0.306000 1.685118 3.737525 -0.1 -0.1 0.2 0.02
H -1.663874 0.674622 3.117846 0.1 0.3 0.1 0.02
H 1.608322 -0.708804 4.638381 -0.1 0.0 -0.2 0.02
H 2.283980 -1.823314 3.468801 0.3 0.3 -0.2 0.01
H 2.765459 -0.064047 3.493011 0.0 -0.3 -0.2 0.01
H -1.208039 -2.201641 2.987600 0.1 0.2 -0.1 0.04
H -0.914263 -2.167933 1.244871 0.0 0.2 0.1 -0.01
H 0.283418 -2.832400 2.330549 -0.1 0.1 -0.1 0.03
H -1.998817 -3.191963 -0.167144 0.1 0.3 -0.2 0.11
H -2.256756 -4.220539 -1.561397 -0.1 0.3 0.0 0.13
H 0.652607 -3.952681 -2.696392 0.0 0.0 0.1 0.13
H 2.693640 -5.271737 -2.065045 -0.2 0.2 -0.2 0.11
H 2.868441 -6.315827 0.081034 -0.1 0.1 0.0 0.10
H 0.999841 -6.156991 1.713409 0.0 0.0 -0.1 0.10
H -1.007204 -4.855316 1.110838 0.1 0.0 0.0 0.12
C 3.486919 6.616432 1.853025 0.3 0.2 -0.6 -0.03
C 2.788501 5.452691 2.585372 0.7 0.1 0.1 -0.44
C 1.423128 5.736539 3.216235 -0.4 -0.3 0.1 -0.30
F 1.494065 6.669319 4.188269 0.2 0.1 0.0 0.09
F 0.945900 4.607518 3.789426 0.1 -0.1 -0.1 0.10
F 3.638210 4.936414 3.507520 -0.1 0.1 0.1 0.13
F 2.591658 4.489656 1.655541 -0.5 0.2 0.0 0.11
O 4.512165 7.323831 2.553452 -0.4 -0.1 0.7 0.05
C 4.206989 8.394024 3.367666 -0.1 -0.3 -1.1 -0.54
C 4.616748 8.135305 4.819078 0.2 0.0 0.4 -0.29
F 3.967546 7.071271 5.324232 -0.1 0.0 -0.1 0.10
F 4.300385 9.209030 5.584150 0.0 0.1 -0.2 0.09
F 2.911608 8.742017 3.258836 0.0 0.0 0.3 0.14
F 4.926405 9.448791 2.912597 0.1 0.1 0.3 0.14
H 4.017782 6.147328 1.024208 0.1 -0.1 0.1 0.15
H 2.773199 7.296569 1.388263 -0.2 0.0 0.3 0.14
H 0.704692 6.064416 2.459965 0.1 0.0 -0.1 0.17
H 5.690983 7.952532 4.886781 0.0 0.1 -0.1 0.17
C -6.540884 -3.744545 -5.231303 -0.4 0.3 -0.5 -0.04
C -5.795719 -5.013932 -4.766903 0.5 0.6 -0.2 -0.44
C -6.221788 -5.634067 -3.433076 -0.1 -0.5 0.2 -0.31
F -6.014940 -4.803567 -2.397204 0.0 0.2 -0.1 0.10
F -5.486571 -6.748375 -3.200125 0.0 0.0 -0.2 0.09
F -4.469771 -4.775695 -4.769744 0.0 -0.1 0.2 0.14
F -6.024071 -5.963648 -5.722866 -0.3 -0.1 0.1 0.10
O -5.910552 -2.487997 -5.013899 0.3 -0.4 0.7 0.04
C -6.080657 -1.808331 -3.818839 -0.6 -0.2 -0.7 -0.53
C -4.754004 -1.610820 -3.083986 0.6 0.2 0.2 -0.28
F -4.195309 -2.794668 -2.781134 -0.3 -0.2 -0.1 0.10
F -4.970767 -0.949272 -1.922213 -0.3 0.0 -0.1 0.09
F -7.009896 -2.407363 -3.048357 0.1 0.0 0.2 0.14
F -6.575889 -0.590366 -4.134589 0.2 0.1 0.1 0.14
H -6.584635 -3.825040 -6.317328 0.2 0.0 0.0 0.15
H -7.580698 -3.737185 -4.903273 0.1 -0.1 0.3 0.14
H -7.277147 -5.921069 -3.454534 0.0 0.1 -0.1 0.17
H -4.051100 -1.040207 -3.695534 -0.1 0.0 -0.1 0.18
```
Forces are in eV/Å.



We obtain F_max values of 2.25; 3.04; 1.76; 6.04; 2.87; 2.54 eV/Å for the records listed above, in that order.